# 1
Entry from the Open Molecules 2025 dataset: a structure of composition C40H45Cl4CsN4O4S in a non-equilibrium geometry (ωB97M-V/def2-TZVPD).

Each line ends with the Löwdin charge.
CARTESIAN COORDINATES (ANGSTROEM)
Cs1 0.206283 1.247653 -1.481690  1.286
C1 2.228736 -2.357882 1.213586  -0.188
C2 0.965648 -3.167984 1.582133  -0.259
N1 -0.168013 -2.412614 2.081564  -0.080
C3 -0.159306 -2.011403 3.470697  -0.299
C4 0.970430 -1.109329 3.989206  -0.442
S1 1.071897 0.521123 3.188732  0.916
C5 2.718376 0.446744 2.423943  -0.452
C6 2.767763 0.026082 0.950206  -0.277
N2 1.888991 -1.081067 0.630906  -0.088
H1 2.855633 -2.977899 0.552285  0.119
H2 2.831814 -2.171782 2.103632  0.091
H3 1.229612 -3.934405 2.320988  0.126
H4 0.635965 -3.705806 0.687390  -0.009
H5 -0.309237 -1.593732 1.497876  0.084
H6 -0.174148 -2.915128 4.096618  0.119
H7 -1.100193 -1.488699 3.654704  0.026
H8 1.940007 -1.599113 3.898438  0.055
H9 0.798863 -0.951832 5.058246  0.063
H10 3.332283 -0.192216 3.063264  0.057
H11 3.142643 1.449611 2.488808  0.074
H12 3.827390 -0.187625 0.722279  0.121
H13 2.508819 0.896529 0.345054  0.047
H14 1.693270 -1.143531 -0.359501  0.052
C7 1.119211 -3.397192 -3.984099  -0.048
C8 0.577318 -2.006838 -3.642319  -0.361
O1 0.652210 -1.686318 -2.458980  -0.073
C9 0.006211 -1.209440 -4.729783  -0.084
C10 0.360922 -1.579055 -6.044775  -0.078
C11 -0.123417 -0.965511 -7.174964  -0.140
C12 -1.053925 0.076588 -7.011938  -0.127
C13 -1.457687 0.463060 -5.767522  -0.032
C14 -0.970933 -0.141118 -4.549026  -0.419
O2 -1.425634 0.233376 -3.441576  -0.271
H15 1.245761 -3.929882 -3.043639  0.063
H16 2.094475 -3.324135 -4.471488  0.088
H17 0.452449 -3.950792 -4.644897  0.070
H18 1.078675 -2.379008 -6.178978  0.092
H19 0.207423 -1.272893 -8.158722  0.076
H20 -1.458586 0.584349 -7.882632  0.088
H21 -2.176032 1.264769 -5.636318  0.101
C15 -0.100107 -3.116306 -0.422251  -0.084
C16 -1.084177 -3.229876 -1.550466  -0.154
C17 -0.866281 -4.120853 -2.598383  -0.107
C18 -1.719324 -4.166890 -3.688303  -0.098
C19 -2.810754 -3.313329 -3.742345  -0.042
C20 -3.063136 -2.413679 -2.715641  -0.220
C21 -4.191144 -1.426025 -2.799862  -0.031
C22 -2.195953 -2.390885 -1.622060  -0.196
N3 -2.396927 -1.425914 -0.594313  0.216
C23 -3.259012 -1.673323 0.299294  -0.273
C24 -4.166687 -2.874250 0.377908  -0.004
C25 -3.416412 -0.683245 1.420836  -0.265
C26 -4.791202 -0.092403 1.594878  0.002
N4 -2.410416 -0.476045 2.158550  0.191
C27 -2.509843 0.357639 3.301143  -0.222
C28 -2.243190 1.727092 3.212222  -0.219
C29 -1.982224 2.405199 1.905111  -0.031
C30 -2.182086 2.449819 4.403173  -0.045
C31 -2.400997 1.847766 5.630359  -0.097
C32 -2.684599 0.491025 5.691935  -0.065
C33 -2.735193 -0.270316 4.531881  -0.227
C34 -3.013953 -1.748059 4.580413  -0.049
H22 0.491825 -4.029375 -0.332908  0.112
H23 -0.564272 -2.905103 0.540613  0.059
H24 0.582471 -2.286873 -0.628523  0.078
H25 0.002204 -4.770306 -2.559787  0.098
H26 -1.519306 -4.845487 -4.508820  0.101
H27 -3.458943 -3.316440 -4.611331  0.105
H28 -4.730660 -1.540396 -3.740400  0.075
H29 -3.775822 -0.417617 -2.755242  0.079
H30 -4.906219 -1.541090 -1.979861  0.061
H31 -3.880064 -3.650453 -0.327024  0.084
H32 -5.194727 -2.571807 0.159746  0.078
H33 -4.153826 -3.279172 1.393015  0.085
H34 -5.153770 0.273866 0.631497  0.092
H35 -4.791157 0.725619 2.311420  0.083
H36 -5.489957 -0.859975 1.938602  0.081
H37 -2.652460 2.071608 1.110870  0.081
H38 -0.972720 2.232093 1.533028  0.047
H39 -2.075177 3.487440 1.989416  0.083
H40 -1.952371 3.507281 4.348107  0.114
H41 -2.341037 2.432754 6.540286  0.091
H42 -2.849866 0.010629 6.650495  0.098
H43 -2.964399 -2.115411 5.606062  0.080
H44 -2.298474 -2.303809 3.970139  0.049
H45 -4.009534 -1.978694 4.187901  0.078
Cl1 4.491920 7.258030 -1.200522  0.554
C35 3.178409 6.161462 -0.855809  -0.750
C36 1.939684 6.648090 -0.513934  -0.753
Cl2 1.654987 8.365060 -0.421884  0.557
C37 0.903157 5.734235 -0.243543  -0.620
Cl3 -0.669552 6.341380 0.226793  0.591
C38 1.033493 4.333585 -0.301108  -0.473
O3 0.064773 3.545121 -0.030277  -0.350
C39 2.369891 3.808197 -0.685584  -0.466
O4 2.594236 2.551561 -0.776712  -0.315
C40 3.372325 4.768053 -0.929176  -0.624
Cl4 4.952487 4.149646 -1.345731  0.592

Atoms 1-6, force components in eV/Å:
-0.065 -0.295 0.204
-0.101 -0.129 0.184
2.026 -0.496 2.788
0.408 0.066 0.886
0.240 0.278 0.120
0.005 -0.174 -0.080

- Net charge: -2
- Molecular weight: 952.608 g/mol
- HOMO-LUMO gap: 4.072 eV
- DFT total energy: -117831.7385 eV

# 2
Entry from the Open Molecules 2025 dataset: a cluster of 8 separate species, C40H45ClN4O8 in total in a non-equilibrium geometry (ωB97M-V/def2-TZVPD).

Each line ends with the Löwdin charge.
CARTESIAN COORDINATES (ANGSTROEM)
C1 -27.356714 -2.242803 -26.574904  0.003
C2 -27.529910 -2.372353 -24.931933  -0.114
N1 -29.037663 -2.685018 -24.753130  -0.037
C3 -30.013892 -1.912905 -24.229805  0.039
C4 -31.218868 -2.606593 -24.632846  -0.024
N2 -30.859259 -3.686223 -25.258518  -0.050
C5 -29.505443 -3.825814 -25.307725  -0.019
C6 -31.862107 -4.750260 -25.653328  0.095
H1 -26.364645 -2.046628 -26.614152  0.039
H2 -28.125063 -1.603140 -26.708955  0.014
H3 -27.847507 -3.163481 -27.003772  0.070
H4 -27.372896 -1.334772 -24.407378  0.068
H5 -26.785581 -2.999009 -24.419683  0.072
H6 -30.052569 -1.049342 -23.703604  0.077
H7 -32.175225 -2.336621 -24.712335  0.101
H8 -28.953665 -4.611230 -25.836183  0.159
H9 -31.573796 -5.553060 -25.165900  0.041
H10 -31.805904 -4.805169 -26.697163  0.072
H11 -32.788702 -4.542426 -25.330103  0.054
Cl1 -24.878993 -0.703268 -23.512040  -0.742
N3 -33.857834 -1.647749 -21.397574  0.057
C7 -33.842986 -2.935473 -21.443213  -0.159
C8 -32.613710 -3.688497 -21.581002  -0.055
C9 -31.398039 -3.035080 -21.539277  -0.130
C10 -31.365222 -1.662658 -21.347558  -0.074
C11 -32.635262 -1.056543 -21.211110  -0.111
H12 -34.935846 -3.423154 -21.461645  0.138
H13 -32.598869 -4.807174 -21.729878  0.091
H14 -30.430137 -3.458214 -21.567645  0.084
H15 -30.403703 -1.020082 -21.264626  0.147
H16 -32.597638 -0.046447 -21.178693  0.062
N4 -33.172725 -3.346865 -29.532574  0.074
C12 -32.533644 -2.603141 -28.574307  -0.143
C13 -31.167126 -2.540707 -28.588605  -0.103
C14 -30.382003 -3.154010 -29.596568  -0.017
C15 -31.036475 -4.132538 -30.401788  -0.016
C16 -32.452207 -4.212853 -30.342732  -0.077
H17 -33.144342 -1.945694 -27.995397  0.094
H18 -30.735495 -1.783331 -28.038720  0.065
H19 -29.370761 -3.024211 -29.361725  0.079
H20 -30.454133 -4.587751 -31.040517  0.045
H21 -32.784950 -4.862082 -30.922391  0.022
C17 -30.809561 -9.571497 -27.464569  0.032
C18 -31.987866 -10.006403 -26.601916  0.013
C19 -33.165811 -9.212133 -26.633959  -0.268
C20 -33.207028 -8.019506 -27.412243  -0.012
C21 -32.116447 -7.568985 -28.155566  -0.031
C22 -31.005535 -8.410207 -28.309580  -0.265
O1 -29.989181 -8.143238 -29.255260  0.056
O2 -34.253845 -9.489393 -25.733156  -0.026
H22 -29.972133 -10.145354 -27.521607  0.062
H23 -31.837067 -10.905700 -26.025786  0.094
H24 -33.901636 -7.242672 -27.049045  0.121
H25 -31.928598 -6.542832 -28.409953  0.092
H26 -29.237354 -8.534300 -28.996247  0.020
H27 -34.315865 -10.112465 -24.981518  0.113
C23 -32.222704 1.123125 -26.205386  0.050
C24 -31.999033 1.155624 -24.636058  0.077
C25 -30.733263 1.671287 -24.220088  -0.325
C26 -29.802802 1.966126 -25.209755  0.013
C27 -30.031922 1.807075 -26.630127  0.003
C28 -31.229354 1.443093 -27.093232  -0.408
O3 -31.533793 1.372763 -28.412779  0.113
O4 -30.384679 1.769708 -22.902310  0.041
H28 -33.229911 0.625016 -26.474705  0.130
H29 -32.762181 1.004882 -24.108349  0.008
H30 -28.906089 2.225317 -25.010052  0.046
H31 -29.193961 1.961571 -27.376546  0.147
H32 -30.858007 1.535638 -28.901890  -0.001
H33 -29.598890 2.309489 -22.782142  0.114
C29 -28.689105 -5.961645 -22.182514  0.010
C30 -27.393591 -5.708512 -23.005551  0.048
C31 -27.276713 -6.333433 -24.301324  -0.309
C32 -28.421791 -7.193084 -24.721762  -0.067
C33 -29.504992 -7.491258 -23.970323  -0.021
C34 -29.637569 -6.848493 -22.621880  -0.313
O5 -30.751335 -6.887496 -21.870977  0.071
O6 -26.222858 -6.224637 -25.146187  0.054
H34 -28.774511 -5.457481 -21.308977  0.067
H35 -26.790300 -4.877588 -22.725939  0.086
H36 -28.320044 -7.816248 -25.589301  0.095
H37 -30.450690 -8.115415 -24.515229  0.172
H38 -30.899378 -6.182173 -21.382663  -0.002
H39 -25.435263 -6.038452 -24.670454  0.099
C35 -35.024308 -6.727253 -21.730722  0.042
C36 -34.737456 -6.208960 -23.189110  0.033
C37 -35.685470 -5.394087 -23.757658  -0.349
C38 -36.769105 -4.987512 -23.032870  -0.004
C39 -37.089840 -5.377227 -21.665447  0.071
C40 -36.221921 -6.371826 -21.111322  -0.285
O7 -36.461094 -6.896006 -19.855618  0.058
O8 -35.521097 -5.089090 -25.135469  -0.037
H40 -34.376184 -7.340942 -21.249946  0.063
H41 -33.991769 -6.862077 -23.588393  0.091
H42 -37.577025 -4.498225 -23.356346  0.072
H43 -37.805027 -5.172845 -21.149084  0.014
H44 -35.967812 -7.573959 -19.491726  0.064
H45 -36.128318 -4.250633 -25.382990  0.177

Atoms 1-6, force components in eV/Å:
-2.661 -4.185 4.545
-0.720 2.642 -0.446
3.104 -1.381 0.206
-3.616 -4.145 -3.105
5.060 2.549 1.468
0.265 -3.697 -1.067

- Molecular weight: 745.273 g/mol
- HOMO-LUMO gap: 6.619 eV
- DFT total energy: -77057.4291 eV